59
Properties=species:S:1:pos:R:3:forces:R:3 method="wB97M-V/def2-TZVPD" orbital_gap_ev="5.8258 / 5.7643" fmax_ev_per_a=1.10 multiplicity=5 e_homo_ev="-7.532 / -7.531" energy_ha=-3824.5773 e_lumo_ev="-1.71 / -1.77"
Fe -0.61661 -0.26973 -0.87676 0.0 0.3 1.1
N -0.33549 1.74975 3.03934 0.0 0.0 0.1
C -0.34110 0.86171 4.14425 0.0 0.1 0.0
C -0.20863 1.37272 5.42190 0.0 0.0 0.0
C -0.20942 0.52124 6.51937 0.0 0.0 0.0
C -0.33979 -0.84327 6.33196 0.0 0.0 0.0
C -0.47500 -1.35359 5.04629 0.0 0.0 0.0
C -0.48201 -0.50549 3.95194 0.0 0.0 0.1
S -0.66796 -1.20048 2.33776 0.0 0.1 -0.1
N -0.59029 0.16867 1.32414 0.2 -0.3 0.1
C -0.43752 1.36570 1.74251 0.0 0.2 -0.1
C -0.40321 2.44425 0.69480 0.0 -0.2 0.1
C -0.27159 3.79079 0.98450 0.1 0.1 0.0
C -0.25273 4.70357 -0.06239 0.0 0.0 0.1
C -0.35834 4.24401 -1.36010 0.0 0.0 0.0
C -0.48636 2.87789 -1.56230 0.0 0.0 0.1
N -0.51856 2.00474 -0.56011 -0.1 0.1 -0.2
H -0.15513 2.71389 3.24703 0.0 0.0 0.0
H -0.10617 2.44335 5.56320 0.0 0.0 0.0
H -0.10645 0.93176 7.51456 0.0 0.0 0.0
H -0.33651 -1.51602 7.17864 0.0 0.0 0.0
H -0.57638 -2.42153 4.89134 0.0 0.0 0.0
H -0.17707 4.15357 1.99790 0.0 0.0 0.0
H -0.14927 5.76073 0.14259 0.0 0.0 0.0
H -0.34053 4.91982 -2.20323 0.0 0.0 0.0
H -0.55771 2.46505 -2.56194 0.0 0.0 0.0
O 0.96313 -1.57878 -0.29985 -0.1 -0.2 -0.2
C 1.76317 -0.78223 -0.85944 0.0 -0.1 -0.1
O 1.30230 0.18223 -1.54189 0.2 0.0 -0.2
C 3.23006 -0.95670 -0.70518 0.0 0.0 0.0
C 3.73223 -2.10138 -0.09677 0.0 0.0 0.0
C 5.10145 -2.27338 0.03958 0.0 0.0 0.0
C 5.97402 -1.30212 -0.42812 0.0 0.0 0.0
C 5.44565 -0.16949 -1.01965 0.1 0.1 0.0
C 4.09011 0.02709 -1.17253 -0.1 0.0 0.0
N 6.37089 0.88326 -1.50070 -0.1 -0.1 0.1
O 7.55736 0.63486 -1.48875 0.0 0.0 0.0
O 5.88132 1.93048 -1.86998 0.0 0.0 0.0
H 3.03786 -2.85050 0.25956 0.0 0.0 0.0
H 5.49370 -3.16338 0.51191 0.0 0.0 0.0
H 7.04527 -1.40666 -0.33983 0.0 0.0 0.0
H 3.70672 0.91939 -1.64395 0.0 0.0 0.0
N -2.72102 0.08742 -0.63873 0.1 0.1 -0.6
C -3.17314 -0.78603 -1.70556 0.0 0.1 -0.1
C -2.34506 -0.86752 -2.82345 0.2 0.1 0.1
C -2.66937 -1.69994 -3.88048 -0.1 -0.1 0.0
C -3.83016 -2.46010 -3.81326 0.0 0.2 0.1
C -4.64771 -2.38159 -2.69274 0.1 0.0 0.0
C -4.32595 -1.53932 -1.63399 0.0 -0.1 0.1
S -4.31033 -3.45123 -5.23509 0.0 -0.2 -0.1
O -4.96691 -2.47225 -6.08227 0.0 0.0 0.0
O -5.18687 -4.45908 -4.66827 0.0 0.0 0.0
O -3.04083 -3.93888 -5.74342 0.0 0.0 0.0
H -3.25463 0.02824 0.21877 0.0 -0.3 0.0
H -2.73510 1.05818 -0.93770 -0.3 0.0 0.0
H -1.44356 -0.23779 -2.90643 -0.1 0.0 -0.1
H -2.04406 -1.77894 -4.76021 0.0 0.0 0.0
H -5.53939 -2.99496 -2.67176 0.0 0.0 0.0
H -4.96129 -1.48198 -0.75698 0.0 0.0 0.0

55
Properties=species:S:1:pos:R:3:forces:R:3 method="wB97M-V/def2-TZVPD" orbital_gap_ev="5.2351 / 5.2087" fmax_ev_per_a=1.79 multiplicity=2 e_homo_ev="-11.413 / -11.386" energy_ha=-4433.1475 e_lumo_ev="-6.18 / -6.18" total_charge=+1
Rh -0.69878 -0.05890 0.24252 1.0 -0.4 -1.5
S 3.76721 -1.63104 0.53574 0.3 -0.1 -0.1
C 2.35123 -0.85781 0.59195 -0.3 -0.1 0.1
N 1.26546 -0.44488 0.58628 -0.3 0.0 0.4
C 1.36666 2.55554 -1.48461 -0.1 0.0 0.1
Ge 0.13143 2.17178 -0.02403 -0.1 0.0 0.1
C 0.76598 2.82296 1.72857 -0.1 -0.1 -0.3
C 0.95683 1.96302 2.81092 0.0 0.1 0.0
C 1.36705 2.45805 4.04369 0.0 0.0 0.0
C 1.59154 3.81704 4.20527 0.0 0.0 0.0
C 1.40476 4.68220 3.13577 0.0 0.1 -0.1
C 0.98964 4.18894 1.90656 0.0 0.0 0.1
C -1.54644 3.21399 -0.25638 0.3 -0.1 0.0
C -1.74094 4.16170 -1.26798 -0.2 0.0 0.1
C -2.91540 4.91293 -1.38154 0.1 0.0 -0.1
C -3.91792 4.73268 -0.46495 -0.1 0.0 0.0
C -3.76820 3.76901 0.56114 0.0 0.0 0.0
C -4.77057 3.60305 1.51333 0.1 0.0 -0.2
C -4.68401 2.66856 2.57397 -0.1 -0.1 0.2
C -3.61802 1.84901 2.64489 0.0 0.0 -0.1
C -2.46406 1.96179 1.71341 -0.2 0.1 0.0
C -2.58229 2.99278 0.63117 0.0 0.0 0.0
H 1.61847 3.61661 -1.51482 0.0 0.0 0.0
H 0.93947 2.26071 -2.44244 0.0 0.0 0.0
H 2.28916 1.99705 -1.33334 0.0 0.0 0.0
H 0.79574 0.89765 2.69317 0.0 0.0 0.0
H 1.51672 1.77933 4.87354 0.0 0.0 0.0
H 1.91658 4.20278 5.16238 0.0 0.0 0.0
H 1.58682 5.74218 3.25756 0.0 0.0 0.0
H 0.84774 4.87847 1.08097 0.0 0.0 0.0
H -0.95068 4.32815 -1.99122 0.0 0.0 0.0
H -3.01609 5.63860 -2.17656 0.0 0.0 0.0
H -4.82341 5.32538 -0.50073 0.0 0.0 0.0
H -5.66626 4.20865 1.42287 0.0 0.0 0.0
H -5.50153 2.58100 3.27550 0.0 0.0 0.0
H -3.55848 1.05421 3.37848 0.0 0.0 0.0
H -1.56453 2.19190 2.30893 0.0 0.0 0.0
O -2.57592 0.43502 -0.14221 0.0 -0.1 0.0
O -2.26292 0.58483 1.21457 -0.3 0.6 0.8
O 0.91201 -3.77968 -3.02468 0.0 0.1 -0.1
S 1.15726 -3.45415 -1.65822 0.1 -0.1 0.3
O 2.51074 -3.04789 -1.30876 0.0 -0.1 -0.1
N 0.12085 -2.33683 -1.08099 0.0 0.5 -0.1
C -0.62395 -2.81848 -0.09924 -0.3 -0.3 -0.1
O -1.41546 -2.08878 0.53989 0.0 -0.3 0.5
C -0.41710 -4.26899 0.18311 0.0 0.0 0.1
C -1.06589 -5.07409 1.09926 0.0 0.0 0.0
C -0.66850 -6.40336 1.19377 0.0 0.0 0.0
C 0.35552 -6.90385 0.39589 0.0 0.0 0.0
C 1.01160 -6.09015 -0.52336 0.0 -0.1 -0.1
C 0.59785 -4.77958 -0.60449 0.0 0.3 0.0
H -1.85906 -4.67318 1.71565 0.0 0.0 0.0
H -1.16090 -7.06048 1.89801 0.0 0.0 0.0
H 0.64471 -7.94175 0.49094 0.0 0.0 0.0
H 1.80578 -6.47211 -1.15012 0.0 0.0 0.0

60
Properties=species:S:1:pos:R:3:forces:R:3 method="wB97M-V/def2-TZVPD" orbital_gap_ev="6.9093 / 7.3905" fmax_ev_per_a=0.66 multiplicity=2 e_homo_ev="-8.413 / -8.418" energy_ha=-8200.7400 e_lumo_ev="-1.50 / -1.03"
V -1.52750 0.14608 0.93322 -0.6 -0.1 0.2
O 1.31002 -2.51909 2.85664 0.0 0.0 0.0
C 1.85470 -2.99537 1.72630 0.0 0.1 0.0
C 2.91039 -3.89708 1.88240 0.0 0.0 0.0
C 3.55630 -4.42002 0.78273 0.0 0.0 0.0
C 3.16913 -4.05944 -0.50673 0.0 0.0 0.0
C 2.12520 -3.17594 -0.67062 0.0 0.0 0.0
C 1.45002 -2.63387 0.42893 0.0 -0.1 0.1
C 0.32197 -1.72766 0.18898 -0.1 0.1 0.0
O -0.48233 -1.42887 1.20064 0.1 -0.1 0.0
N 0.10407 -1.26005 -1.00535 0.1 0.0 0.0
N -1.02092 -0.47147 -0.94996 0.1 0.0 0.0
C -1.72363 -0.33002 -2.01211 0.0 0.0 0.0
C -3.08736 0.15471 -1.95362 0.1 0.0 0.0
C -3.75665 0.53256 -3.12483 0.0 0.0 0.0
C -5.09005 0.87259 -3.10108 0.0 0.0 0.0
C -5.79653 0.80117 -1.89792 0.0 0.0 -0.1
C -5.17041 0.40418 -0.73532 0.0 0.0 0.1
C -3.81094 0.09334 -0.74644 0.0 0.0 0.0
O -3.20655 -0.26271 0.39670 0.2 0.1 0.0
H 0.60972 -1.87802 2.64326 0.0 0.0 0.0
H 3.20031 -4.16324 2.89033 0.0 0.0 0.0
H 4.37036 -5.11928 0.92819 0.0 0.0 0.0
H 3.67591 -4.47158 -1.36892 0.0 0.0 0.0
H 1.79936 -2.88134 -1.65873 0.0 0.0 0.0
H -1.31264 -0.70140 -2.94811 0.0 0.0 0.0
H -3.19957 0.55663 -4.05376 0.0 0.0 0.0
H -5.59077 1.17929 -4.00882 0.0 0.0 0.0
H -6.84790 1.05632 -1.87443 0.0 0.0 0.0
H -5.70820 0.33457 0.20118 0.0 0.0 0.0
C 5.24239 -1.10085 1.76916 0.0 0.0 0.0
C 4.47088 -0.52397 0.61640 0.0 0.0 0.0
C 4.66795 -0.94083 -0.69424 0.0 0.0 0.0
C 3.91302 -0.39840 -1.72127 0.0 0.0 0.0
C 2.98437 0.56545 -1.36947 0.0 0.0 0.1
Br 1.90872 1.36983 -2.72900 0.0 0.0 -0.1
N 2.78356 1.00044 -0.15275 0.0 0.0 0.0
C 3.50470 0.45494 0.82633 0.0 0.0 0.0
H 6.17988 -1.54202 1.43091 0.0 0.0 0.0
H 4.66420 -1.88101 2.26642 0.0 0.0 0.0
H 5.46908 -0.33375 2.50919 0.0 0.0 0.0
H 5.40954 -1.69988 -0.91504 0.0 0.0 0.0
H 4.03667 -0.70889 -2.74861 0.0 0.0 0.0
H 3.28818 0.81962 1.82531 0.0 0.0 0.0
O 1.09020 0.77842 3.19086 -0.1 0.0 0.0
S 0.00018 1.44806 2.55286 0.0 -0.1 0.3
O -0.19948 2.83539 2.82021 0.0 0.0 -0.1
O 0.04794 1.18318 1.01714 0.2 0.1 -0.2
O -1.32858 0.64674 2.76603 0.2 0.0 -0.1
Br -5.47813 4.44433 1.60188 0.0 0.0 0.0
C -3.87097 3.89285 0.78968 0.0 0.0 0.0
C -3.17394 4.73509 -0.05893 0.0 0.0 0.0
C -2.00267 4.26792 -0.62889 0.0 0.0 0.0
C -1.57183 2.98784 -0.33416 0.0 0.0 0.0
N -2.26368 2.18047 0.47358 0.0 0.1 0.0
C -3.38835 2.62335 1.03569 0.0 0.0 0.0
H -3.53865 5.73261 -0.26206 0.0 0.0 0.0
H -1.41808 4.89211 -1.28916 0.0 0.0 0.0
H -0.64503 2.59264 -0.72849 0.0 0.0 0.0
H -3.90759 1.94333 1.69768 0.0 0.0 0.0